C26H23Cl6CoI2N3O4 | ωB97M-V/def2-TZVPD

Results
largest force on an atom: 0.026 hartree/bohr
2S+1: 2
Kohn-Sham gap (spin up / spin down): 0.253 / 0.255 hartree
HOMO energy (spin up / spin down): -2.95 / -3.01 eV
lowest unoccupied orbital energy (spin up / spin down): 3.94 / 3.92 eV
electronic energy: -168966.033 eV
net charge: -2
energy relative to the best compared isomer or geometry (same formula, charge and spin): 0.0 kcal per mole
<S²>: 1.239

Cartesian coordinates (Å):
Co (0.91, -0.19, -0.34)
C (2.76, -0.44, -3.48)
C (2.05, 0.81, -3.88)
C (2.60, 1.61, -4.88)
C (2.03, 2.81, -5.26)
C (0.88, 3.23, -4.61)
C (0.29, 2.46, -3.62)
C (-0.91, 3.00, -2.90)
C (0.85, 1.22, -3.27)
N (0.23, 0.44, -2.26)
C (-1.01, 0.05, -2.55)
O (-1.64, 0.11, -3.61)
C (-1.73, -0.48, -1.33)
C (-3.01, -1.01, -1.34)
C (-3.55, -1.44, -0.13)
C (-2.81, -1.34, 1.04)
C (-1.53, -0.81, 0.95)
N (-1.05, -0.37, -0.20)
C (-0.55, -0.69, 2.10)
O (-0.93, -1.01, 3.24)
N (0.61, -0.18, 1.71)
C (1.52, 0.13, 2.77)
C (2.34, -0.85, 3.32)
C (2.17, -2.28, 2.91)
C (3.31, -0.48, 4.24)
C (3.44, 0.84, 4.64)
C (2.57, 1.79, 4.14)
C (1.60, 1.45, 3.21)
C (0.62, 2.49, 2.73)
H (3.15, -0.96, -4.36)
H (2.12, -1.13, -2.94)
H (3.61, -0.20, -2.84)
H (3.51, 1.26, -5.36)
H (2.48, 3.41, -6.05)
H (0.43, 4.19, -4.87)
H (-0.97, 4.08, -3.01)
H (-0.85, 2.77, -1.83)
H (-1.83, 2.55, -3.27)
H (-3.53, -1.08, -2.28)
H (-4.54, -1.87, -0.10)
H (-3.17, -1.68, 2.00)
H (2.10, -2.40, 1.83)
H (1.24, -2.65, 3.34)
H (3.00, -2.89, 3.27)
H (3.98, -1.24, 4.63)
H (4.22, 1.12, 5.34)
H (2.64, 2.82, 4.47)
H (0.61, 3.34, 3.40)
H (-0.39, 2.07, 2.68)
H (0.87, 2.83, 1.72)
Cl (-0.62, -3.93, 1.30)
C (-0.95, -4.20, 2.99)
Cl (-2.27, -5.42, 3.26)
H (-1.28, -3.27, 3.44)
H (-0.07, -4.60, 3.48)
Cl (2.32, 1.85, -0.42)
Cl (-1.22, -4.18, -2.07)
C (0.44, -3.86, -2.69)
Cl (1.13, -5.42, -3.21)
Cl (0.29, -2.79, -4.09)
C (1.33, -3.15, -1.59)
O (2.45, -3.58, -1.42)
O (0.71, -2.20, -1.07)
I (3.77, -0.35, 0.18)
I (5.24, -2.63, 0.92)